ORCA calculation (ωB97M-V/def2-TZVPD) on a 11-piece molecular cluster, C4H28BF4O10 overall in a non-equilibrium geometry.

Atoms and positions in Å:
B: 0.43500 0.28287 0.00552
F: 0.44245 -1.05095 0.35464
F: -0.29250 0.31462 -1.12967
F: -0.15249 1.10964 0.93788
F: 1.68098 0.71735 -0.29318
C: -3.43466 -1.96726 -0.57010
O: -4.46848 -2.01823 -1.47146
H: -3.17817 -2.92301 -0.11309
H: -2.50010 -1.53073 -0.92245
H: -3.71659 -1.38468 0.30695
H: -4.91425 -1.17950 -1.61084
C: 0.93216 4.17902 0.53185
O: -0.42214 3.83169 0.22806
H: 1.62224 4.05412 -0.30259
H: 0.95856 5.19169 0.93421
H: 1.36208 3.42937 1.19614
H: -0.50546 2.99063 -0.22723
C: -1.59602 -1.18401 -3.54167
O: -0.83588 -0.05380 -3.63639
H: -1.74662 -1.61095 -4.53320
H: -1.19461 -1.90581 -2.83035
H: -2.61100 -0.88107 -3.28451
H: -0.83219 0.31630 -2.75061
C: 4.85819 0.12733 -1.47579
O: 4.34486 0.26565 -0.19920
H: 4.08932 -0.19799 -2.17659
H: 5.16644 1.05556 -1.95691
H: 5.69590 -0.57004 -1.47179
H: 3.41356 0.39983 -0.38966
O: -1.47885 2.94943 2.83897
H: -1.45727 3.19380 1.91374
H: -1.07142 3.68781 3.29177
O: -0.58245 -4.35311 0.80909
H: -0.12394 -4.93336 1.41679
H: -0.65439 -3.52217 1.27877
O: 1.95108 -2.02200 -1.81396
H: 1.96499 -1.48249 -2.60450
H: 1.46990 -1.49754 -1.17392
O: 1.41972 -0.01129 2.88173
H: 2.06534 0.62397 3.19135
H: 1.11147 0.34622 2.04902
O: -1.60782 -1.75119 1.78070
H: -1.75248 -1.09513 2.46253
H: -0.99627 -1.33509 1.17317
O: -1.20472 0.19549 3.76074
H: -0.26261 0.09773 3.62249
H: -1.39084 1.10129 3.51352

Cartesian forces, eV/Å:
0.13 0.02 0.69
0.47 -0.82 0.73
-2.35 0.57 -3.14
-0.30 0.09 0.54
1.58 0.69 -0.12
0.31 -0.07 1.97
-0.15 -0.76 -1.24
-0.19 -0.38 -0.73
0.25 0.30 -0.39
0.09 0.62 0.16
0.10 0.35 0.24
0.19 -1.32 -0.21
-0.24 0.87 -0.05
-0.31 0.59 -0.59
-0.05 -0.24 -0.05
-0.20 0.25 0.79
0.52 -0.12 0.12
-0.39 -0.20 -2.00
-0.15 -0.27 -0.79
0.59 -0.19 0.04
-0.04 -0.20 0.74
-0.77 -0.05 0.98
0.73 0.70 1.31
0.49 -0.14 -1.35
-0.36 0.29 0.29
-0.05 -0.70 -0.03
0.50 0.49 0.38
-0.04 -0.02 -0.12
-0.20 0.05 0.91
-0.27 -0.20 0.52
0.27 0.12 -0.58
0.06 0.14 0.15
-0.07 -0.31 -0.39
0.12 -0.14 0.07
-0.20 0.49 0.35
-0.02 -0.27 -0.42
0.16 0.12 -0.22
-0.05 -0.11 0.43
0.20 -0.25 0.41
0.25 0.10 0.13
-0.02 0.17 0.06
-0.75 -0.88 -0.55
0.10 0.59 0.88
0.29 0.05 0.01
-0.88 -0.49 0.30
0.74 -0.12 -0.06
-0.10 0.60 -0.19

- Gap between HOMO and LUMO (spin up / spin down): 8.98 / 2.28 eV
- ⟨S²⟩: 0.76
- E_LUMO (spin up / spin down): -0.53 / -7.22 eV
- Multiplicity: 2
- Highest occupied orbital energy (spin up / spin down): -9.502 / -9.502 eV

Atom charges from the natural (NBO) analysis, given in e for atoms 1 to 6:
1. B 1.29
2. F -0.54
3. F -0.58
4. F -0.54
5. F -0.55
6. C -0.28